(1)
15
Properties=species:S:1:pos:R:3:forces:R:3 method="wB97M-V/def2-TZVPD" gap_ha=0.383 spin_multiplicity=1 e_lumo_ev=0.97
C -1.48396 -0.01737 -0.27984 0.8 -0.3 3.1
C -2.52879 -0.17570 0.54081 1.7 -0.4 2.2
C 1.31655 -1.08512 -1.20295 -0.3 3.2 -0.6
C 1.39625 1.31993 0.67764 2.0 -2.6 2.1
Si 0.37962 -0.21454 0.26586 0.1 0.9 -2.4
Cl -4.15010 -0.12238 0.14301 -1.9 0.3 -1.2
H -1.82706 0.22930 -1.21010 -0.3 0.6 -2.8
H -2.57758 -0.37346 1.64125 1.2 0.1 -1.0
H 0.96756 -2.08177 -1.15080 0.1 -1.3 -0.6
H 0.92846 -0.51577 -2.17957 0.8 -1.5 2.0
H 2.44363 -0.93479 -1.16429 -1.5 -0.5 0.1
H 2.51488 1.23680 0.47143 -1.4 -0.3 0.1
H 1.08480 2.14941 0.20160 -1.2 3.0 -1.7
H 1.31377 1.49248 1.76725 0.0 0.1 -0.4
H 0.22196 -0.90701 1.47871 0.1 -1.1 1.2

(2)
78
Properties=species:S:1:pos:R:3:forces:R:3 method="wB97M-V/def2-TZVPD" gap_ha=0.257 spin_multiplicity=1 e_lumo_ev=-4.22 total_charge=+1
C 2.80315 3.41972 -5.47207 0.0 -0.5 0.8
C 2.79421 3.04507 -3.93525 0.6 0.2 0.2
B 3.55047 1.67926 -3.57761 -0.1 0.5 -1.5
O 4.42175 0.99456 -4.39415 -1.2 0.6 1.0
N 3.30519 1.12592 -2.17084 0.4 -0.3 1.1
C 3.89393 1.90041 -1.18041 -0.6 -1.0 1.9
C 3.79825 1.57639 0.22001 -0.3 -0.8 -0.8
C 4.47678 2.56468 1.24637 -1.0 -0.1 -1.7
C 3.07763 0.35269 0.60335 0.6 0.6 -2.1
C 2.97606 0.01708 2.11018 -1.1 1.2 -0.5
C 1.91834 1.04649 2.75356 0.6 -1.0 1.6
O 0.69873 1.14344 1.99260 1.1 1.1 -0.8
C 0.56271 2.37571 1.34553 -0.6 0.6 -1.8
C 0.19688 2.29947 -0.18390 -0.7 -0.8 0.2
O 0.71047 3.44359 1.86770 0.4 -0.9 0.4
C 2.48072 -0.44809 -0.49033 0.7 0.6 0.5
C 1.73994 -1.74917 -0.04279 -0.4 -0.1 -0.6
C 0.19564 -1.49582 0.26519 0.1 -1.3 -0.1
C -0.16724 -2.31395 1.56744 0.3 1.3 -0.2
S -1.93405 -2.09909 2.04926 0.2 0.4 0.3
C -1.98312 -0.39556 2.75733 0.5 0.5 0.4
S -1.51327 -0.06725 4.30121 -0.4 -0.4 -1.5
N -2.48489 0.62283 1.88678 0.8 -1.6 0.8
C -2.51831 2.00943 2.16154 -2.0 0.3 -3.7
C -3.15776 2.49234 0.95907 0.8 -0.4 1.5
N -3.45117 1.47073 0.01646 1.5 -0.5 3.0
C -3.01362 0.34776 0.62770 -1.1 2.5 -1.7
C 2.58478 -0.02842 -1.90116 0.1 -0.2 2.3
C 1.90019 -0.86935 -3.00504 0.6 -1.0 0.3
I 0.24312 0.19651 -3.98452 0.5 -0.1 0.6
C 2.89002 -1.59548 -4.02972 -0.1 -0.2 -1.1
C 2.66105 -1.22318 -5.54902 0.5 -0.2 -0.4
H 2.06994 4.24664 -5.63144 0.6 -0.8 -0.2
H 3.82590 3.76380 -5.78144 -1.0 -0.3 0.2
H 2.53587 2.48675 -6.04403 0.0 1.2 0.2
H 1.76961 3.02583 -3.47238 0.9 0.1 -0.6
H 3.35214 3.86462 -3.38179 -0.6 -0.7 -0.4
H 4.33099 1.24736 -5.32994 0.3 0.2 0.4
H 4.45314 2.83059 -1.45275 -0.7 -1.1 -0.2
H 4.76094 2.06771 2.19979 -0.1 0.6 -0.8
H 5.34004 3.03321 0.70632 -0.5 -0.5 0.8
H 3.72301 3.39306 1.38817 0.8 -0.8 0.3
H 2.58670 -0.99737 2.34655 0.7 0.7 -0.4
H 3.96394 0.22076 2.60097 -0.9 -0.5 -0.4
H 1.62878 0.59969 3.74760 0.3 0.6 -0.9
H 2.41047 2.02645 2.95998 -0.7 -0.6 -0.4
H -0.15728 3.27974 -0.58111 0.4 -0.7 0.7
H 1.05805 1.95258 -0.80713 -0.5 0.3 0.7
H -0.63722 1.55788 -0.35932 0.8 0.7 0.2
H 2.21232 -2.22306 0.86273 -0.2 0.8 -1.0
H 1.78030 -2.55993 -0.82526 0.2 0.9 0.7
H -0.38375 -1.97935 -0.57068 0.4 0.8 0.7
H -0.06150 -0.41318 0.33231 0.2 -1.0 0.1
H 0.46925 -1.94213 2.41941 -0.6 -0.6 -0.7
H -0.01806 -3.41425 1.38225 -0.2 1.1 0.4
H -2.14694 2.53625 3.05990 -0.3 -0.9 -0.8
H -3.41572 3.55433 0.75845 0.3 -1.1 0.1
H -3.12669 -0.59736 0.06584 0.4 0.4 1.2
H 1.36147 -1.71234 -2.49659 0.5 1.3 -0.4
H 2.72537 -2.70982 -3.97418 0.0 1.2 0.2
H 3.96873 -1.43598 -3.77171 -1.1 0.1 -0.1
H 3.47577 -1.67495 -6.18702 -0.7 0.3 0.8
H 2.69354 -0.12311 -5.74995 -0.2 -1.0 0.3
H 1.69513 -1.61699 -5.95876 0.8 0.4 0.6
C -5.53693 -1.62071 3.03262 0.0 0.0 0.0
C -5.30954 -2.82449 2.37614 -0.2 0.1 0.1
C -6.05543 -3.94742 2.70508 0.1 -0.1 -0.1
C -7.02856 -3.85142 3.68962 0.3 0.5 -0.1
C -7.25815 -2.65586 4.35620 -0.1 0.1 0.1
C -6.50657 -1.53711 4.02405 0.1 -0.1 -0.1
N -7.83619 -5.03085 4.02262 -0.3 -0.4 0.1
O -7.59421 -6.06789 3.43071 0.0 0.3 0.1
O -8.70274 -4.90315 4.86782 0.2 0.0 -0.2
H -4.95630 -0.74233 2.76956 -0.1 0.0 0.0
H -4.55233 -2.88616 1.60481 -0.1 -0.1 0.0
H -5.87114 -4.88038 2.18819 -0.2 0.0 0.1
H -8.01358 -2.58042 5.12774 0.0 -0.2 -0.1
H -6.67916 -0.59798 4.53559 0.0 -0.1 0.0

(3)
23
Properties=species:S:1:pos:R:3:forces:R:3 method="wB97M-V/def2-TZVPD" gap_ha=0.339 spin_multiplicity=1 e_lumo_ev=0.07
C 2.42080 1.22965 -0.41758 -1.6 -0.6 -0.8
C 1.29126 0.73484 0.15512 -0.5 -1.0 2.5
C 2.56710 1.13034 -1.82887 0.5 -1.5 -3.0
C 0.35762 0.07458 -1.82037 0.5 -0.6 0.8
C -1.49796 -1.23857 0.21393 -0.1 1.2 1.4
C -2.18981 0.33584 2.08042 -1.1 4.7 2.1
C -1.33921 -0.77151 1.68510 0.2 -0.4 -1.0
N 1.52467 0.32685 -2.46121 -0.6 1.3 0.0
N 0.21351 0.23342 -0.53202 1.2 1.2 0.1
N -0.41618 -1.36248 2.30294 1.6 0.6 2.9
O -2.36750 -0.70093 -0.45500 0.6 -1.6 -0.2
O 3.49623 1.43036 -2.58374 -1.0 0.3 1.5
O -0.59119 -0.53591 -2.49931 2.4 0.7 -2.3
O -0.59948 -2.13256 -0.15061 0.8 -0.9 0.4
H 3.24621 1.66304 0.01120 1.5 0.8 1.6
H 1.15487 0.52077 1.35157 0.6 1.2 -3.1
H -3.28357 0.23055 2.06342 0.3 -1.1 0.3
H -1.90194 0.85472 3.10485 -0.5 -1.6 -1.7
H -2.24629 1.29028 1.44243 1.1 -1.6 0.0
H 1.49711 0.38058 -3.48732 0.2 -0.3 0.7
H -1.39017 -0.50112 -2.02593 -2.3 -0.2 1.6
H 0.18822 -2.18294 0.52641 -2.5 0.3 -1.0
H -0.13428 -1.00980 3.32457 -1.3 -0.7 -2.8

(4)
10
Properties=species:S:1:pos:R:3:forces:R:3 method="wB97M-V/def2-TZVPD" gap_ha="0.245 / 0.287" spin_multiplicity=1 e_lumo_ev="3.53 / 3.70" total_charge=-1
C 0.15905 -0.08099 0.15771 -1.6 -1.3 0.5
C -2.39442 0.68300 -0.53559 0.2 -0.6 0.7
O -3.95638 -0.10910 1.62599 0.3 0.1 -1.7
O -4.07873 -1.59242 -0.32071 0.4 -1.1 -0.7
F -2.60488 1.91984 -0.06368 0.3 1.0 0.6
F -2.31009 0.88582 -1.85356 -0.2 -0.5 -0.9
S -4.05294 -0.21603 0.12834 -0.9 1.0 1.9
H -0.50555 -0.77903 0.71862 1.1 0.0 -0.7
H -0.19721 0.87882 0.36960 0.3 1.7 0.3
H 0.52858 -0.27606 -0.83604 0.0 -0.3 0.0

(5)
66
Properties=species:S:1:pos:R:3:forces:R:3 method="wB97M-V/def2-TZVPD" gap_ha=0.337 spin_multiplicity=1 e_lumo_ev=-0.04
C -0.28102 -3.77759 4.88693 -0.3 0.2 -0.4
C -1.09458 -2.93836 3.91383 0.3 0.2 0.3
C -0.37463 -1.63903 3.53506 -0.1 -0.3 0.5
N -1.12350 -0.91280 2.52783 -0.7 0.7 0.4
S -2.37077 0.05517 3.08605 0.3 0.3 -0.5
O -2.03733 0.49809 4.40531 0.3 0.0 0.1
O -3.66459 -0.53583 2.87458 0.1 0.1 -0.2
C -2.20973 1.43178 1.94323 -0.1 -0.4 0.2
C -0.94756 1.86940 1.60604 0.2 0.3 -0.2
C -0.80799 2.91087 0.69217 -0.2 -0.1 0.1
C -1.94012 3.51953 0.15513 0.1 -0.1 0.0
C -3.20114 3.08559 0.52624 0.0 0.0 0.1
C -3.33925 2.02913 1.41521 -0.1 -0.1 0.0
H -4.30754 1.65057 1.70286 -0.2 0.0 0.0
H -4.07802 3.56257 0.11588 -0.1 0.0 0.0
H -1.82266 4.32986 -0.54780 0.0 0.0 -0.1
C 0.57151 3.28002 0.27553 0.2 -0.2 0.3
O 1.56605 2.95202 0.86882 -0.1 0.1 -0.1
O 0.58228 3.95537 -0.88419 -0.3 0.2 -0.2
C 1.87127 4.16233 -1.47366 0.7 0.1 -0.1
C 1.69294 5.02417 -2.71462 -0.1 -0.2 0.3
H 1.01886 4.53596 -3.41457 0.0 0.0 -0.1
H 1.27972 5.99253 -2.44468 0.0 0.1 0.0
H 2.65945 5.16544 -3.18917 0.1 0.0 0.0
H 2.53034 4.65182 -0.74725 -0.1 -0.2 -0.1
C 2.52685 2.81487 -1.84004 -0.5 0.4 0.1
O 3.72672 2.69841 -1.92737 0.4 0.1 0.0
N 1.64023 1.83517 -2.09687 -0.4 -0.2 -0.1
H 0.65581 2.03244 -1.99078 0.1 0.1 0.0
C 2.00110 0.43435 -2.17985 -0.2 -0.1 0.1
C 1.61242 -0.26688 -0.87327 0.4 -0.1 -0.1
C 1.97260 -1.74686 -0.92918 -0.4 0.0 0.0
C 1.27783 -2.41044 -2.11347 0.3 -0.1 0.0
C 1.67570 -1.71671 -3.41259 -0.4 0.1 0.2
C 1.32250 -0.22813 -3.38475 0.5 0.0 -0.2
C 1.74020 0.45207 -4.68574 -0.2 -0.1 0.2
H 1.24489 -0.01364 -5.53462 0.0 0.0 -0.1
H 1.48084 1.50773 -4.66973 0.0 0.1 -0.1
H 2.81541 0.36977 -4.82497 0.2 0.0 0.0
H 0.23622 -0.12808 -3.26407 0.0 0.0 0.1
H 1.17153 -2.19176 -4.25661 0.1 0.0 -0.1
H 2.75185 -1.82331 -3.56379 0.1 0.0 -0.1
H 1.54890 -3.46667 -2.16193 -0.1 -0.1 0.0
H 0.19413 -2.34888 -1.98302 -0.1 0.0 0.0
H 1.68216 -2.23653 0.00274 0.1 0.0 0.0
H 3.05380 -1.85137 -1.03702 0.1 0.0 0.1
H 2.12342 0.22213 -0.04173 -0.1 0.1 0.0
H 0.53415 -0.15537 -0.71592 -0.1 0.0 0.0
H 3.08807 0.40960 -2.30559 -0.1 -0.1 0.0
H -0.07396 1.39834 2.02725 0.1 0.0 0.0
C -1.47579 -1.72521 1.38167 -0.3 -0.4 -0.2
H -2.15901 -1.14271 0.76204 0.0 -0.1 -0.2
C -2.13509 -3.04681 1.80461 -0.2 0.1 -0.4
C -2.32615 -3.98007 0.61786 0.1 0.3 0.5
H -2.97424 -3.51814 -0.12106 -0.1 0.0 -0.1
H -2.77305 -4.90999 0.95616 -0.1 -0.1 0.0
H -1.36284 -4.20488 0.16698 0.1 0.0 -0.1
O -1.31985 -3.71431 2.75010 0.1 -0.1 0.0
H -3.10612 -2.80707 2.26719 0.2 -0.1 -0.1
H -0.55769 -1.93329 0.82254 0.0 0.0 0.0
H -0.27969 -0.98276 4.39887 0.2 -0.1 0.1
H 0.61515 -1.86341 3.12430 0.0 0.0 0.0
H -2.06775 -2.66631 4.35958 0.1 -0.1 0.0
H -0.81511 -4.69587 5.11257 0.0 -0.1 0.1
H 0.67523 -4.03510 4.43962 0.1 0.0 0.0
H -0.11334 -3.22290 5.80512 0.0 0.0 0.1